{
  "formula": "C6H8O4",
  "method": "ωB97M-V/def2-TZVPD",
  "species": ["O", "O", "O", "O", "C", "C", "C", "C", "C", "C", "H", "H", "H", "H", "H", "H", "H", "H"],
  "positions_angstrom": [[-0.568461, 1.803501, 0.208836], [1.574723, 2.556417, 0.380814], [1.600243, -0.055892, -2.057042], [1.466627, -1.352665, -0.051883], [0.779412, 1.678535, 0.244065], [0.735392, 0.149505, 0.111267], [-1.885359, -0.288939, 0.864724], [-0.767151, 0.365381, 0.147175], [-1.853476, -0.245325, -0.652218], [1.442793, -0.630802, 1.162594], [2.425469, -0.254201, 1.457453], [0.788319, -1.066751, 1.926041], [-1.611293, -1.160526, -1.196903], [-2.545963, 0.432373, -1.153200], [0.809422, 0.017808, -2.597706], [-2.597892, 0.363842, 1.369450], [1.880743, -1.079428, -1.533875], [-1.673544, -1.232835, 1.370415]],
  "forces_ev_per_a": [[-0.245, -0.749, 0.414], [-0.514, -1.004, 0.128], [2.012, -2.552, 0.907], [-1.325, 1.927, 0.180], [1.803, 1.304, -1.918], [0.118, -2.053, 3.135], [0.096, -0.219, 0.328], [0.197, -0.345, -0.720], [-0.072, 0.003, -0.367], [-0.693, 0.204, 0.006], [-0.287, -0.051, 0.238], [0.571, -0.057, 0.084], [-0.085, 0.292, 0.202], [0.188, -0.202, 0.175], [0.023, -0.933, -0.057], [0.248, -0.168, -0.140], [-1.902, 4.364, -2.414], [-0.135, 0.240, -0.181]],
  "e_tot_ha": -534.18948,
  "homo_energy_ha": -0.3593,
  "homo_lumo_gap_ha": 0.363
}